(1)
The following is a quantum chemistry calculation of C6H11ClO in the gas phase at a distorted geometry, from the Open Molecules 2025 dataset.

Computed properties:
**Structure (SMILES)**: C[C@@](O)(CCl)C1CC1
**E**: -20966.5217 eV
**HOMO-LUMO gap**: 10.88 eV
**Highest occupied orbital energy**: -10.11 eV
**Total charge**: 0
**Energy relative to the best compared isomer or geometry (same formula, charge and spin)**: 3.916 eV
**Lowest unoccupied orbital energy**: 0.0283 Eh

Element x y z (Å)
C 0.543 0.531 1.394
C 0.668 0.420 -0.095
O 1.241 1.677 -0.588
C 1.639 -0.789 -0.256
Cl 3.248 -0.194 -0.159
C -0.572 0.043 -0.702
C -1.925 0.433 -0.256
C -1.415 -1.021 -0.123
H -0.316 -0.313 1.857
H 0.065 1.651 1.511
H 1.515 0.438 1.973
H 1.045 1.871 -1.644
H 1.167 -1.650 0.479
H 1.574 -1.315 -1.376
H -0.406 -0.191 -1.740
H -2.654 0.577 -0.901
H -2.305 0.963 0.720
H -1.239 -1.542 0.772
H -1.872 -1.590 -0.866

Atom charges from the Mulliken analysis, given in e for atoms 1 to 2: -1.212 0.970

---

(2)
The following is a quantum chemistry calculation of C5H9N2P in the gas phase at a distorted geometry, from the Open Molecules 2025 dataset.

Computed properties:
**Structure (SMILES)**: CCc1p[nH]nc1C
**E**: -17597.1452 eV
**HOMO-LUMO gap**: 9.43 eV
**Highest occupied orbital energy**: -8.47 eV
**Total charge**: 0
**Energy relative to the best compared isomer or geometry (same formula, charge and spin)**: 1.935 eV
**Lowest unoccupied orbital energy**: 0.0353 Eh

Element x y z (Å)
C -0.992 1.736 -1.453
C -1.248 0.598 -0.537
C -0.333 -0.498 -0.482
P 0.229 -1.468 -1.723
N 1.462 -2.063 -0.771
N 1.678 -1.620 0.468
C 0.878 -0.758 0.878
C 0.688 -0.152 2.231
H -0.037 2.161 -1.343
H -1.809 2.499 -1.358
H -1.057 1.255 -2.384
H -2.226 0.263 -0.818
H -1.292 0.947 0.586
H 2.115 -2.868 -0.825
H 1.225 0.818 2.301
H 1.144 -0.945 3.003
H -0.423 0.094 2.227

Atom charges from the Mulliken analysis, given in e for atoms 1 to 2: -1.158 -0.206

---

(3)
The following is a quantum chemistry calculation of 7 unconnected molecules or ions with the total composition C30H46O21 at a distorted geometry, from the Open Molecules 2025 dataset.

Computed properties:
**Structure (SMILES)**: COC(=O)OCC[C@@H](C)CCC=C(C)C.O=C1OCCO1.O=C1OCCO1.O=C1OCCO1.O=C1OCCO1.O=C1OCCO1.O=C1OCCO1
**E**: -74851.2109 eV
**HOMO-LUMO gap**: 7.14 eV
**Highest occupied orbital energy**: -6.76 eV
**Total charge**: 0
**Lowest unoccupied orbital energy**: 0.0139 Eh

Element x y z (Å)
C 2.396 -2.593 0.150
O 3.730 -2.214 0.530
C 3.757 -1.046 1.204
O 3.173 -0.886 2.245
O 4.519 -0.096 0.630
C 3.677 0.843 -0.105
C 3.485 0.385 -1.536
C 2.727 1.373 -2.444
C 2.872 0.837 -3.877
C 1.227 1.417 -2.140
C 0.803 2.061 -0.802
C 0.169 0.980 0.061
C -1.164 0.662 -0.033
C -1.605 -0.719 -0.456
C -2.250 1.637 0.326
H 1.890 -3.126 0.952
H 1.791 -1.716 -0.089
H 2.488 -3.198 -0.746
H 4.160 1.817 -0.108
H 2.757 0.933 0.464
H 2.967 -0.572 -1.622
H 4.489 0.260 -1.949
H 3.203 2.354 -2.390
H 2.416 1.504 -4.606
H 2.318 -0.107 -3.920
H 3.904 0.585 -4.121
H 0.701 1.935 -2.946
H 0.876 0.382 -2.166
H 1.643 2.541 -0.295
H 0.048 2.838 -0.954
H 0.821 0.449 0.756
H -1.380 -1.456 0.330
H -2.678 -0.766 -0.624
H -1.069 -1.021 -1.352
H -2.637 1.274 1.277
H -3.088 1.660 -0.380
H -1.850 2.645 0.442
O 4.880 3.761 -0.913
C 5.363 4.100 0.120
O 6.514 4.800 0.242
C 6.646 5.204 1.609
C 5.797 4.177 2.331
O 4.834 3.829 1.332
H 7.690 5.190 1.911
H 6.256 6.218 1.715
H 6.360 3.282 2.602
H 5.304 4.569 3.216
O -4.119 -0.813 1.683
C -4.983 -0.145 2.154
O -4.801 1.087 2.681
C -6.093 1.662 2.930
C -6.966 0.434 3.057
O -6.280 -0.515 2.235
H -6.072 2.269 3.832
H -6.370 2.285 2.083
H -7.002 0.049 4.079
H -7.978 0.590 2.697
O -1.659 -7.977 2.735
C -1.369 -6.843 2.539
O -0.282 -6.226 3.065
C -0.143 -4.950 2.430
C -1.554 -4.665 1.958
O -2.076 -5.986 1.766
H 0.230 -4.211 3.135
H 0.563 -5.044 1.603
H -2.155 -4.154 2.712
H -1.595 -4.097 1.032
O 2.474 -6.035 0.093
C 2.933 -6.681 0.978
O 3.983 -6.302 1.743
C 4.080 -7.210 2.846
C 3.386 -8.445 2.307
O 2.465 -7.887 1.368
H 5.120 -7.379 3.109
H 3.558 -6.779 3.702
H 4.070 -9.110 1.776
H 2.857 -9.010 3.069
O -8.313 2.464 0.770
C -9.475 2.220 0.804
O -10.458 3.109 0.542
C -11.697 2.396 0.454
C -11.410 1.154 1.273
O -9.995 1.007 1.112
H -12.510 2.996 0.852
H -11.898 2.170 -0.594
H -11.632 1.291 2.333
H -11.928 0.269 0.912
O 1.516 2.938 -7.261
C 2.356 3.677 -6.868
O 2.595 3.950 -5.562
C 3.818 4.685 -5.473
C 3.918 5.308 -6.851
O 3.214 4.365 -7.663
H 3.764 5.418 -4.672
H 4.632 3.989 -5.266
H 3.410 6.272 -6.912
H 4.941 5.421 -7.199

Atom charges from the Mulliken analysis, given in e for atoms 1 to 2: -0.031 -0.327

---

(4)
The following is a quantum chemistry calculation of C19H25N5O2S in the gas phase, from the Open Molecules 2025 dataset.

Computed properties:
**Structure (SMILES)**: CCCN1CCN(C(=O)Cn2nc(CC)n3c(cc4sccc43)c2=O)CC1
**E**: -42489.4279 eV
**HOMO-LUMO gap**: 8.42 eV
**Highest occupied orbital energy**: -8.07 eV
**Total charge**: 0
**Energy relative to the best compared isomer or geometry (same formula, charge and spin)**: 2.041 eV
**Lowest unoccupied orbital energy**: 0.0131 Eh

Element x y z (Å)
C -2.438 -1.993 0.042
C -1.755 -0.634 0.137
C -2.697 0.537 -0.235
N -2.438 1.241 -1.469
C -1.205 2.013 -1.516
C -0.318 1.639 -2.714
N -0.316 0.208 -2.894
C 0.709 -0.657 -2.767
O 0.581 -1.842 -3.012
C 2.049 -0.114 -2.248
N 1.956 0.177 -0.832
N 1.788 -0.912 -0.060
C 1.622 -0.824 1.200
C 1.430 -2.063 2.012
C 1.549 -3.322 1.164
N 1.613 0.407 1.829
C 1.833 1.563 1.075
C 1.792 2.674 1.893
C 1.539 2.185 3.180
S 1.321 2.773 4.787
C 1.089 1.149 5.351
C 1.170 0.198 4.385
C 1.431 0.786 3.127
C 2.032 1.468 -0.355
O 2.231 2.414 -1.102
C -1.618 -0.340 -3.245
C -2.739 0.574 -2.710
H -3.266 -2.053 0.747
H -1.733 -2.789 0.270
H -2.828 -2.162 -0.959
H -1.393 -0.493 1.159
H -0.884 -0.628 -0.518
H -2.668 1.292 0.556
H -3.724 0.167 -0.290
H -1.450 3.082 -1.583
H -0.643 1.863 -0.590
H 0.683 2.032 -2.549
H -0.715 2.095 -3.628
H 2.781 -0.913 -2.392
H 2.372 0.792 -2.761
H 0.441 -2.018 2.479
H 2.176 -2.075 2.812
H 1.344 -4.201 1.770
H 0.848 -3.286 0.336
H 2.548 -3.404 0.749
H 1.926 3.688 1.579
H 0.902 0.996 6.395
H 1.047 -0.850 4.579
H -1.673 -1.344 -2.820
H -1.702 -0.435 -4.335
H -2.951 1.353 -3.451
H -3.650 -0.013 -2.580

Atom charges from the Mulliken analysis, given in e for atoms 1 to 2: -1.669 1.775

---

(5)
The following is a quantum chemistry calculation of C4H3NOS in the gas phase at a distorted geometry, from the Open Molecules 2025 dataset.

Computed properties:
**Structure (SMILES)**: C#C/C=N/OC=S
**E**: -18564.8537 eV
**HOMO-LUMO gap**: 9.00 eV
**Highest occupied orbital energy**: -9.20 eV
**Total charge**: 0
**Energy relative to the best compared isomer or geometry (same formula, charge and spin)**: 3.399 eV
**Lowest unoccupied orbital energy**: -0.0072 Eh

Element x y z (Å)
C 2.030 -2.405 -0.198
C 1.130 -1.646 0.097
C 0.059 -0.772 0.407
N 0.052 0.393 -0.107
O -1.008 1.082 0.425
C -1.256 2.213 -0.289
S -2.501 3.146 0.045
H 2.753 -3.238 -0.309
H -0.761 -1.125 1.011
H -0.500 2.354 -1.082

Atom charges from the Mulliken analysis, given in e for atoms 1 to 2: 0.226 -0.366

---

(6)
The following is a quantum chemistry calculation of 4 unconnected molecules or ions with the total composition C16H21N3O3S at a distorted geometry, from the Open Molecules 2025 dataset.

Computed properties:
**E**: -38365.9428 eV
**HOMO-LUMO gap**: 7.91 eV
**Highest occupied orbital energy**: -8.30 eV
**Total charge**: 0
**Energy relative to the best compared isomer or geometry (same formula, charge and spin)**: 17.121 eV
**Lowest unoccupied orbital energy**: -0.0145 Eh

Element x y z (Å)
C 0.880 2.279 -1.516
C -0.114 2.149 -0.347
C 1.864 0.972 -1.691
C 2.338 0.417 -0.475
C 2.231 1.001 0.754
C 3.233 -0.723 -0.327
C 3.351 -0.985 1.026
C 3.747 -1.332 -1.466
C 4.127 -2.106 1.176
C 4.545 -2.426 -1.249
C 4.669 -2.795 0.197
C -1.973 0.898 0.384
C -1.685 0.229 1.759
C -2.908 -0.144 -0.335
C -4.394 -0.135 0.097
C -5.036 -2.896 -0.626
H 3.347 2.941 -1.595
H 1.089 3.421 0.406
H 0.254 2.436 -2.506
H 2.837 1.244 -2.309
H 1.223 0.178 -2.242
H 1.419 1.681 1.055
H 2.125 0.258 2.705
H 3.614 -1.082 -2.528
H 4.344 -2.073 2.272
H 5.066 -2.826 -2.240
H 5.413 -3.559 0.042
H -0.601 0.201 -1.218
H -2.401 1.823 0.486
H -2.596 -1.245 -0.195
H -2.844 0.255 -1.448
H -4.713 0.885 0.482
H -4.473 -0.553 1.100
H -4.555 -3.063 0.572
H -6.229 -3.456 -0.592
H -4.346 -3.635 -1.748
H -0.120 -0.106 0.930
N 1.593 3.511 -1.250
N 2.835 0.208 1.780
N -0.922 1.088 -0.494
O -0.258 2.794 0.636
O -2.493 0.552 2.673
O -0.447 -0.330 1.810
S -5.380 -1.121 -1.050

Atom charges from the Mulliken analysis, given in e for atoms 1 to 2: 1.065 -0.810

---

(7)
The following is a quantum chemistry calculation of C3H4N2OS in the gas phase at a distorted geometry, from the Open Molecules 2025 dataset.

Computed properties:
**E**: -19033.6864 eV
**HOMO-LUMO gap (spin up / spin down)**: 4.49 / 6.32 eV
**Highest occupied orbital energy (spin up / spin down)**: -4.59 / -9.76 eV
**Total charge**: 0
**Spin multiplicity**: 3
**Energy relative to the best compared isomer or geometry (same formula, charge and spin)**: 1.676 eV
**Lowest unoccupied orbital energy (spin up / spin down)**: -0.0038 / -0.1264 Eh
**<S²>**: 2.011

Element x y z (Å)
C 0.279 0.366 0.214
C -1.365 -0.617 -1.196
C 1.262 1.266 0.867
N -0.499 0.678 -0.711
N -0.969 -1.629 -0.401
O -2.151 -0.606 -2.082
S 0.207 -1.336 0.777
H 1.071 1.321 1.938
H 1.205 2.256 0.426
H 2.266 0.868 0.728
H -1.307 -2.567 -0.559

Atom charges from the Mulliken analysis, given in e for atoms 1 to 2: 0.498 0.312

---

(8)
The following is a quantum chemistry calculation of 11 unconnected molecules or ions with the total composition BH24O10 at a distorted geometry, from the Open Molecules 2025 dataset.

Computed properties:
**E**: -21541.3515 eV
**HOMO-LUMO gap**: 10.54 eV
**Highest occupied orbital energy**: -7.90 eV
**Total charge**: -1
**Energy relative to the best compared isomer or geometry (same formula, charge and spin)**: 1.749 eV
**Lowest unoccupied orbital energy**: 0.0970 Eh

Element x y z (Å)
B -11.851 -13.478 34.618
H -12.431 -13.716 33.740
H -11.316 -14.323 35.024
H -11.114 -12.725 34.387
H -12.493 -13.140 35.417
O -15.077 -13.790 32.840
H -14.373 -13.900 33.479
H -15.619 -13.087 33.199
O -10.698 -17.012 36.484
H -11.066 -16.383 35.863
H -10.314 -16.472 37.174
O -12.328 -14.895 30.868
H -12.177 -14.818 31.810
H -12.840 -14.119 30.642
O -8.417 -15.838 34.772
H -8.721 -15.919 35.676
H -8.927 -15.112 34.411
O -13.816 -16.103 36.848
H -13.832 -15.984 37.797
H -12.886 -16.169 36.630
O -11.430 -13.355 37.602
H -10.523 -13.574 37.389
H -11.875 -13.328 36.755
O -12.617 -16.453 33.904
H -13.443 -16.756 34.281
H -12.608 -15.511 34.073
O -9.702 -13.588 32.532
H -9.876 -14.456 32.167
H -10.406 -13.450 33.166
O -10.551 -10.619 35.518
H -11.026 -10.800 36.329
H -10.540 -11.457 35.055
O -13.564 -10.947 33.658
H -14.416 -11.205 34.009
H -12.970 -11.647 33.929

Atom charges from the Mulliken analysis, given in e for atoms 1 to 2: 1.266 -0.416

---

Which of these has the highest E?
C5H9N2P

---

Number 4 is which compound?
C19H25N5O2S

---

What is the total charge in the sixth record?
0